ORCA calculation (wB97M-V/def2-TZVPD) on a molecular structure, C34H54N3O3SV at a distorted geometry.

Results
<S²>: 3.81
Spin multiplicity: 4
Energy above the lowest of the compared OMol25 structures with the same formula, charge and spin, kJ/mol: 217.92
Total charge: -1
Kohn-Sham gap (spin up / spin down), eV: 5.42 / 6.97
Strongest force on any atom, eV/A: 3.46
Total energy, Eh: -3060.2275

Last column: Löwdin spin population.
CARTESIAN COORDINATES (ANGSTROEM)
V: -0.074 1.666 -0.568  2.10
C: 1.213 5.095 -0.846  0.00
N: -0.035 4.366 -0.729  0.01
C: -0.949 4.773 -1.781  0.00
C: -0.647 4.545 0.577  0.00
C: 0.097 3.808 1.696  0.00
N: -0.042 2.360 1.622  0.00
C: 1.070 1.656 2.272  0.00
C: 1.724 0.591 1.423  0.02
C: 2.066 -0.624 1.967  0.00
C: 2.807 -1.558 1.245  0.02
C: 3.196 -1.193 -0.036  0.00
C: 2.873 0.011 -0.642  0.02
C: 2.083 0.948 0.089  0.01
O: 1.774 2.125 -0.346  0.04
C: 3.436 0.273 -2.041  0.00
C: 4.969 0.390 -1.922  0.00
C: 2.915 1.556 -2.696  0.01
C: 3.079 -0.873 -3.004  0.01
C: 3.161 -2.897 1.877  0.00
C: 3.836 -3.858 0.896  0.00
C: 1.871 -3.565 2.369  0.00
C: 4.112 -2.669 3.061  0.00
C: -1.341 1.877 2.100  0.01
C: -1.880 0.720 1.291  0.04
C: -2.082 -0.533 1.834  0.00
C: -2.661 -1.553 1.085  0.04
C: -3.081 -1.242 -0.213  0.00
C: -2.925 -0.005 -0.801  0.03
C: -2.214 0.998 -0.067  0.00
O: -1.954 2.169 -0.557  0.02
C: -3.507 0.330 -2.175  0.00
C: -4.217 -0.868 -2.813  0.00
C: -4.526 1.467 -2.003  0.00
C: -2.428 0.793 -3.165  0.00
C: -2.909 -2.953 1.633  0.00
C: -2.398 -3.124 3.066  0.00
C: -4.418 -3.240 1.632  0.00
C: -2.197 -3.994 0.760  0.00
H: 1.103 6.152 -0.534  0.00
H: 1.549 5.070 -1.880  0.00
H: 1.981 4.616 -0.244  0.00
H: -1.211 5.845 -1.714  0.00
H: -1.859 4.179 -1.718  0.00
H: -0.478 4.583 -2.746  0.00
H: -1.664 4.154 0.514  0.00
H: -0.698 5.625 0.840  0.00
H: -0.254 4.201 2.674  0.00
H: 1.160 4.047 1.605  0.00
H: 0.741 1.208 3.225  0.00
H: 1.855 2.385 2.523  0.00
H: 1.772 -0.835 2.990  0.00
H: 3.805 -1.882 -0.595  0.00
H: 5.226 1.211 -1.251  0.00
H: 5.412 0.589 -2.899  0.00
H: 5.403 -0.523 -1.523  0.00
H: 3.252 2.436 -2.153  0.00
H: 1.821 1.555 -2.696  0.01
H: 3.280 1.609 -3.723  0.00
H: 3.320 -1.850 -2.596  0.00
H: 3.622 -0.746 -3.943  0.00
H: 2.011 -0.851 -3.213  0.00
H: 3.186 -4.050 0.047  0.00
H: 4.037 -4.804 1.397  0.00
H: 4.783 -3.463 0.538  0.00
H: 1.155 -3.609 1.552  0.00
H: 1.426 -3.001 3.183  0.00
H: 2.065 -4.576 2.724  0.00
H: 5.044 -2.227 2.715  0.00
H: 4.339 -3.613 3.555  0.00
H: 3.668 -1.997 3.788  0.00
H: -2.064 2.701 2.021  0.00
H: -1.284 1.589 3.166  0.00
H: -1.796 -0.700 2.864  0.00
H: -3.559 -2.021 -0.781  0.00
H: -5.039 -1.224 -2.192  0.00
H: -3.505 -1.673 -2.974  0.00
H: -4.625 -0.571 -3.780  0.00
H: -5.322 1.175 -1.317  0.00
H: -4.972 1.724 -2.965  0.00
H: -4.023 2.345 -1.603  0.00
H: -1.759 -0.035 -3.382  0.00
H: -1.841 1.612 -2.747  0.01
H: -2.897 1.122 -4.093  0.00
H: -2.897 -2.435 3.744  0.00
H: -1.326 -2.955 3.105  0.00
H: -2.599 -4.140 3.408  0.00
H: -4.935 -2.527 2.272  0.00
H: -4.621 -4.245 2.000  0.00
H: -4.827 -3.154 0.630  0.00
H: -1.120 -3.845 0.806  0.00
H: -2.492 -3.913 -0.281  0.00
H: -2.427 -5.002 1.110  0.00
O: -0.749 -1.922 -2.607  0.24
S: 0.055 -1.323 -1.491  0.32
N: -0.021 0.212 -1.439  -0.02

=====

ORCA calculation (wB97M-V/def2-TZVPD) on 2 unconnected molecules or ions with the total composition C25H47N4O3 at a distorted geometry.

Results
Spin multiplicity: 1
Total charge: +1
Kohn-Sham gap, eV: 8.10
Strongest force on any atom, eV/A: 2.35
Total energy, Eh: -1425.2799

Last column: Mulliken charge in e.
CARTESIAN COORDINATES (ANGSTROEM)
C: -4.502 -0.302 1.296  -0.74
C: -4.117 -1.738 1.695  -0.60
C: -4.114 -2.701 0.491  -0.85
C: -2.732 -2.767 -0.215  0.05
C: -2.903 -2.936 -1.750  -1.32
C: -2.907 -1.587 -2.504  1.19
C: -2.546 -1.801 -3.988  -1.14
C: -1.771 -0.584 -4.568  -0.14
C: -2.477 0.777 -4.342  -1.04
C: -1.614 1.819 -3.592  -0.68
C: -1.897 1.847 -2.074  0.63
C: -1.477 3.167 -1.400  -1.31
C: -1.551 2.993 0.156  -0.31
C: -0.189 3.218 0.884  -1.20
C: 0.194 1.997 1.769  -0.89
C: 1.639 1.463 1.448  -0.90
C: 1.609 0.406 0.382  0.74
C: 1.250 0.801 -0.928  -0.53
C: 1.233 -0.180 -1.863  -0.39
C: 1.514 -1.514 -1.542  -0.59
N: 1.842 -1.853 -0.325  -1.01
N: 1.889 -0.882 0.555  1.04
C: 2.313 -1.307 1.935  -0.82
C: 3.028 -2.674 1.898  -0.77
C: 3.739 -2.895 3.269  -0.38
C: 5.112 -3.540 3.106  0.27
O: 5.459 -4.513 3.730  -0.48
O: 6.015 -2.936 2.232  -0.48
H: -3.962 -0.053 0.371  -0.08
H: -5.578 -0.158 1.181  0.36
H: -4.158 0.418 2.049  0.34
H: -4.799 -2.082 2.480  0.37
H: -3.107 -1.729 2.125  0.27
H: -4.409 -3.690 0.858  0.35
H: -4.851 -2.415 -0.270  0.42
H: -2.106 -1.901 0.037  -0.09
H: -2.247 -3.682 0.148  0.33
H: -3.870 -3.432 -1.897  0.34
H: -2.137 -3.627 -2.120  0.51
H: -2.187 -0.935 -1.998  -0.84
H: -3.921 -1.177 -2.445  0.30
H: -1.852 -2.648 -4.041  0.42
H: -3.410 -1.965 -4.638  0.35
H: -1.573 -0.774 -5.628  0.43
H: -0.787 -0.593 -4.070  -0.18
H: -3.457 0.671 -3.867  0.50
H: -2.658 1.203 -5.336  0.43
H: -1.881 2.812 -3.975  0.47
H: -0.546 1.684 -3.813  0.20
H: -2.980 1.745 -1.936  0.52
H: -1.427 0.973 -1.603  -0.62
H: -2.210 3.937 -1.654  0.42
H: -0.483 3.478 -1.743  0.44
H: -1.939 1.990 0.356  -0.18
H: -2.259 3.728 0.548  0.64
H: -0.283 4.094 1.531  0.60
H: 0.588 3.467 0.154  0.57
H: 0.181 2.266 2.827  0.55
H: -0.504 1.164 1.631  0.42
H: 2.204 1.203 2.339  0.34
H: 2.163 2.319 1.004  0.51
H: 1.015 1.830 -1.160  0.67
H: 0.988 0.064 -2.893  0.42
H: 1.493 -2.299 -2.289  0.49
H: 1.446 -1.386 2.595  0.22
H: 3.061 -0.615 2.314  0.47
H: 3.832 -2.630 1.159  0.36
H: 2.351 -3.490 1.656  0.45
H: 3.937 -1.917 3.732  0.36
H: 3.123 -3.457 3.970  0.42
H: 5.795 -3.158 1.319  0.35
C: 4.863 3.964 2.911  0.68
O: 4.141 4.749 2.325  -0.63
N: 5.280 4.159 4.194  -0.40
N: 5.313 2.811 2.318  -0.38
H: 5.875 3.523 4.691  0.16
H: 4.967 4.994 4.655  0.23
H: 5.022 2.649 1.373  0.19
H: 5.906 2.141 2.769  0.17

=====

ORCA calculation (wB97M-V/def2-TZVPD) on a single C2H3N3O molecule.

Results
Spin multiplicity: 1
Energy above the lowest of the compared OMol25 structures with the same formula, charge and spin, kJ/mol: 269.70
Total charge: 0
SMILES string: [H]/N=C/N=N\C=O
Kohn-Sham gap, eV: 8.72
Strongest force on any atom, eV/A: 0.54
Total energy, Eh: -317.4296

Last column: Mulliken charge in e.
CARTESIAN COORDINATES (ANGSTROEM)
O: 1.563 -1.056 1.102  -0.45
C: 0.388 -0.822 1.185  0.24
N: -0.348 -0.359 -1.106  -0.49
C: -0.259 0.865 -0.837  0.10
N: -0.421 1.311 0.533  -0.25
N: -0.141 0.500 1.418  -0.09
H: -0.237 -0.565 -2.096  0.23
H: -0.136 1.694 -1.533  0.39
H: -0.410 -1.568 1.333  0.32

=====

ORCA calculation (wB97M-V/def2-TZVPD) on a single C6H9N molecule.

Results
Spin multiplicity: 1
Energy above the lowest of the compared OMol25 structures with the same formula, charge and spin, kJ/mol: 372.67
Total charge: 0
Kohn-Sham gap, eV: 8.45
Strongest force on any atom, eV/A: 0.52
Total energy, Eh: -288.6401

Last column: Mulliken charge in e.
CARTESIAN COORDINATES (ANGSTROEM)
C: -1.710 -0.843 -0.421  -0.94
C: -1.318 0.778 1.197  -0.80
C: -0.529 1.815 0.813  -0.37
C: 0.699 1.421 0.137  -0.27
C: 0.712 0.098 -0.086  0.17
C: 1.849 -0.789 -0.504  -1.13
N: -0.572 -0.406 0.465  0.20
H: -2.501 -1.188 0.250  0.38
H: -2.108 0.021 -0.958  0.33
H: -1.402 -1.630 -1.109  0.34
H: -0.792 2.845 1.019  0.41
H: 1.530 2.084 -0.091  0.41
H: 1.682 -1.320 -1.448  0.28
H: 2.746 -0.171 -0.632  0.33
H: 2.103 -1.538 0.259  0.29
H: -0.390 -1.177 1.109  0.37